Here is a cluster of 11 separate species, C39H72F6NO25P in total from the Open Molecules 2025 dataset. Energies are from wB97M-V/def2-TZVPD.

Spin multiplicity: 1
HOMO level (eV): -8.792
Gap between HOMO and LUMO (eV): 5.795
Maximum force (eV/Å): 4.9
Total charge: 0
E_tot (eV): -119883.471

The geometry in XYZ format:
```
144
Properties=species:S:1:pos:R:3:mulliken_charge:R:1
C 2.590 -1.781 -4.179 -1.897
C 1.434 -0.761 -3.896 1.457
C 1.669 -0.030 -2.487 0.301
C 2.872 0.998 -2.543 -0.121
C 2.462 2.048 -3.559 -1.528
C 2.364 1.597 -4.995 1.526
N 1.709 0.286 -5.041 1.206
O 1.119 0.030 -6.069 -0.452
C 3.730 1.326 -5.638 -1.710
C 1.536 2.547 -5.907 -1.975
C 0.140 -1.470 -4.153 -2.094
H 2.512 -2.535 -3.416 0.385
H 3.593 -1.384 -4.178 0.206
H 2.330 -2.257 -5.155 0.570
H 1.690 -0.783 -1.656 -0.402
H 0.765 0.617 -2.184 0.093
H 3.874 0.548 -2.789 0.004
H 2.922 1.352 -1.504 0.079
H 3.227 2.862 -3.552 0.506
H 1.523 2.496 -3.276 0.619
H 3.748 1.105 -6.681 0.504
H 4.330 0.546 -5.195 0.242
H 4.299 2.262 -5.576 0.462
H 0.537 2.620 -5.569 0.512
H 1.632 2.346 -6.946 0.375
H 2.018 3.460 -5.624 0.480
H 0.090 -2.174 -3.368 0.441
H 0.056 -1.881 -5.179 0.626
H -0.695 -0.827 -3.849 0.517
P 0.528 -0.544 1.311 0.872
F 0.995 -1.623 0.059 -0.429
F -0.659 -1.505 1.772 -0.169
F 1.565 -1.310 2.327 -0.477
F 0.091 0.498 2.435 -0.296
F 1.713 0.434 0.769 -0.216
F -0.559 0.151 0.242 -0.096
C -7.550 -3.074 -0.290 -0.876
O -6.184 -2.695 -0.019 -0.130
C -6.030 -1.338 -0.022 0.485
O -6.865 -0.558 -0.325 -0.557
O -4.793 -1.138 0.436 -0.052
C -4.430 0.241 0.559 -0.463
H -7.919 -3.724 0.528 0.185
H -7.608 -3.728 -1.186 0.237
H -8.143 -2.231 -0.471 0.500
H -3.336 0.139 0.614 -0.110
H -4.779 0.577 1.515 0.235
H -4.832 0.906 -0.209 0.522
C 4.278 -1.549 0.131 -0.218
O 4.455 -1.153 -1.251 0.499
C 5.658 -1.043 -1.722 0.461
O 5.769 -0.526 -2.814 -0.644
O 6.617 -1.597 -1.030 -0.403
C 7.970 -1.586 -1.438 -0.751
H 3.222 -1.615 0.197 -0.307
H 4.648 -0.753 0.780 0.323
H 4.841 -2.470 0.342 0.310
H 8.191 -2.296 -2.251 0.281
H 8.516 -1.792 -0.539 0.280
H 8.294 -0.574 -1.793 0.304
C -2.690 -3.235 1.886 0.102
O -3.901 -3.907 2.164 -0.098
C -3.799 -5.137 2.568 0.666
O -2.821 -5.785 2.820 -0.589
O -4.991 -5.762 2.622 -0.351
C -6.110 -5.103 1.935 -0.511
H -2.007 -3.149 2.769 0.320
H -2.901 -2.270 1.448 -0.272
H -2.043 -3.765 1.136 -0.005
H -6.018 -5.242 0.836 0.268
H -6.208 -4.046 2.113 0.226
H -7.080 -5.519 2.284 0.262
C 2.411 3.271 1.587 -0.419
O 1.969 4.444 2.282 -0.233
C 2.507 4.801 3.490 0.861
O 1.920 5.564 4.183 -0.636
O 3.654 4.248 3.753 -0.395
C 4.166 4.234 5.101 -0.715
H 1.609 2.563 1.677 0.008
H 3.323 2.896 2.032 0.416
H 2.588 3.529 0.561 0.189
H 5.220 4.574 5.201 0.276
H 4.233 3.217 5.378 0.250
H 3.579 4.807 5.821 0.318
C 0.049 7.194 0.144 -0.539
O -1.013 6.179 0.218 -0.367
C -0.639 5.048 -0.409 0.897
O 0.374 4.818 -0.968 -0.569
O -1.678 4.219 -0.348 -0.397
C -1.504 2.865 -0.911 -0.102
H -0.378 8.069 0.622 0.238
H 0.231 7.453 -0.930 0.275
H 0.964 6.815 0.654 0.201
H -2.339 2.258 -0.548 -0.096
H -0.600 2.337 -0.639 0.013
H -1.622 2.924 -2.001 0.400
C 1.569 0.352 6.826 -0.652
O 0.460 1.142 6.758 -0.356
C 0.552 2.254 6.021 0.850
O 1.576 2.488 5.321 -0.463
O -0.488 2.965 6.221 -0.308
C -0.440 4.255 5.577 -0.626
H 1.943 0.005 5.856 0.219
H 1.185 -0.564 7.391 0.243
H 2.446 0.724 7.299 0.314
H -0.454 4.186 4.503 0.168
H 0.452 4.783 5.856 0.389
H -1.344 4.775 5.945 0.225
C -4.148 -1.121 -5.223 -0.737
O -3.616 -2.037 -4.345 -0.440
C -2.958 -1.515 -3.271 0.963
O -2.904 -0.300 -3.059 -0.534
O -2.404 -2.488 -2.579 -0.435
C -1.850 -2.110 -1.305 1.230
H -4.924 -0.511 -4.853 0.307
H -4.462 -1.702 -6.072 0.269
H -3.381 -0.437 -5.588 0.288
H -2.638 -1.756 -0.655 -0.471
H -1.010 -1.383 -1.355 -0.281
H -1.394 -2.997 -0.807 -0.227
C 4.430 -5.291 -2.687 -0.352
O 3.649 -6.084 -1.719 -0.396
C 2.576 -5.456 -1.258 0.826
O 2.023 -4.518 -1.836 -0.583
O 2.149 -6.072 -0.191 -0.377
C 0.823 -5.686 0.347 -0.364
H 4.775 -4.378 -2.162 0.036
H 3.851 -5.079 -3.550 0.271
H 5.301 -5.917 -2.955 0.242
H 0.830 -4.592 0.532 0.025
H 0.700 -6.322 1.233 0.274
H 0.069 -5.850 -0.415 0.305
C -5.150 2.019 3.974 -0.740
C -4.562 3.128 3.356 -0.203
C -3.215 3.255 3.148 -0.800
C -2.422 2.191 3.601 0.415
C -2.977 1.048 4.133 -0.569
C -4.308 0.983 4.357 -0.332
H -6.217 1.930 4.249 0.357
H -5.213 3.986 3.113 0.335
H -2.829 4.163 2.709 0.510
H -1.364 2.186 3.329 0.408
H -2.287 0.207 4.366 0.289
H -4.594 0.055 4.839 0.363
```

***

Here is the molecule C3H5N3O from the Open Molecules 2025 dataset. Energies are from wB97M-V/def2-TZVPD.

Spin multiplicity: 1
HOMO level (eV): -7.770
Gap between HOMO and LUMO (eV): 8.529
Maximum force (eV/Å): 0.7
Total charge: 0
Energy above the lowest of the compared OMol25 structures with the same formula, charge and spin (kJ/mol): 369.19
E_tot (eV): -9706.757

The geometry in XYZ format:
```
12
Properties=species:S:1:pos:R:3:nbo_charge:R:1
N -0.762 -0.573 1.889 -0.773
C -0.163 -0.174 0.624 0.074
C -1.169 -0.157 -0.286 -0.253
N -0.451 0.240 -1.428 -0.578
C 0.858 0.405 -1.068 0.620
O 1.756 0.788 -2.006 -0.670
N 1.105 0.163 0.198 -0.555
H -0.768 0.128 2.634 0.397
H -0.460 -1.471 2.275 0.397
H -1.764 -0.581 1.102 0.427
H -0.799 0.387 -2.366 0.416
H 2.617 0.845 -1.566 0.499
```

***

Here is a structure of composition C9H48NO16Pd from the Open Molecules 2025 dataset. Energies are from wB97M-V/def2-TZVPD.

Spin multiplicity: 3
HOMO level (alpha / beta) (eV): -9.343 / -8.562
Gap between HOMO and LUMO (alpha / beta) (eV): 6.232 / 5.450
Maximum force (eV/Å): 3.1
Total charge: +1
Energy above the lowest of the compared OMol25 structures with the same formula, charge and spin (kJ/mol): 6.54
Expectation value of S²: 2.012
E_tot (eV): -47833.629

The geometry in XYZ format:
```
75
Properties=species:S:1:pos:R:3:mulliken_charge:R:1
Pd -0.068 -0.355 1.062 0.016
C -0.434 -0.049 -3.384 -1.336
C 1.070 0.156 -2.910 1.372
C 1.736 0.753 -4.190 -1.381
C 3.101 1.363 -4.135 -0.694
C 3.081 2.382 -2.953 -1.226
C 2.528 1.777 -1.560 1.330
N 1.183 1.190 -1.874 0.314
O 0.294 1.122 -0.704 0.055
C 2.418 3.002 -0.562 -1.746
C 3.640 0.855 -0.988 -1.448
C 1.731 -1.246 -2.695 -1.179
H -0.981 0.888 -3.486 0.355
H -0.976 -0.715 -2.713 -0.169
H -0.421 -0.669 -4.280 0.491
H 1.150 1.631 -4.461 0.456
H 1.731 0.111 -5.071 0.391
H 3.421 1.879 -5.040 0.442
H 3.957 0.705 -3.983 0.333
H 2.531 3.298 -3.165 0.456
H 4.112 2.722 -2.856 0.375
H 1.647 3.699 -0.890 0.326
H 3.382 3.494 -0.696 0.600
H 2.420 2.770 0.503 0.122
H 4.037 0.086 -1.651 0.302
H 3.276 0.323 -0.109 0.026
H 4.485 1.478 -0.694 0.492
H 1.110 -1.996 -3.185 0.517
H 1.634 -1.464 -1.631 -0.138
H 2.796 -1.297 -2.922 0.332
O -1.382 -1.406 -0.272 0.218
H -1.542 -1.215 -1.196 0.085
H -1.918 -2.178 -0.090 0.198
O 1.376 -2.362 0.494 -0.298
H 1.024 -3.241 0.358 0.199
H 2.244 -2.385 0.092 0.201
O 3.221 -1.499 3.077 -0.590
H 4.042 -1.899 3.363 0.244
H 2.620 -1.636 3.810 0.276
O -2.463 4.047 1.073 -0.644
H -1.798 4.254 0.417 0.294
H -3.269 3.930 0.570 0.315
O -0.137 -4.713 1.182 -0.690
H -0.927 -5.253 1.215 0.290
H -0.139 -4.236 2.012 0.405
O 1.424 0.443 2.349 -0.183
H 2.262 -0.013 2.430 0.270
H 1.476 1.155 2.986 0.125
O -0.794 -1.523 2.663 -0.146
H -0.895 -2.444 2.901 0.324
H -1.342 -1.052 3.291 0.174
O -1.343 1.283 2.007 0.154
H -1.357 2.185 1.687 0.119
H -1.741 1.331 2.877 0.230
O -2.142 2.768 -1.827 -0.669
H -1.257 2.452 -1.646 0.243
H -2.680 1.978 -1.844 0.395
O 0.243 1.814 4.539 -0.551
H -0.040 2.728 4.532 0.303
H -0.280 1.406 5.229 0.232
O -4.045 0.907 -1.127 -0.572
H -4.556 0.602 -1.877 0.279
H -4.238 0.275 -0.434 0.243
O -2.544 0.318 4.225 -0.578
H -3.498 0.240 4.203 0.254
H -2.370 0.924 4.946 0.238
O -0.897 -3.944 3.728 -0.772
H -1.078 -3.758 4.650 0.294
H -1.730 -4.265 3.381 0.320
O -3.323 -3.055 -0.315 -0.540
H -3.315 -3.831 -0.876 0.277
H -4.228 -2.745 -0.347 0.290
O -5.300 -1.358 0.564 -0.634
H -4.839 -1.159 1.379 0.304
H -6.119 -1.766 0.844 0.288
```

***

Here is the molecule C4H6N2 from the Open Molecules 2025 dataset. Energies are from wB97M-V/def2-TZVPD.

Spin multiplicity: 1
HOMO level (eV): -7.825
Structure (SMILES): Nc1ccc[nH]1
Gap between HOMO and LUMO (eV): 8.709
Maximum force (eV/Å): 3.4
Total charge: 0
Energy above the lowest of the compared OMol25 structures with the same formula, charge and spin (kJ/mol): 265.01
E_tot (eV): -7222.844

The geometry in XYZ format:
```
12
Properties=species:S:1:pos:R:3:nbo_charge:R:1
N -1.087 0.896 1.395 -0.823
C -0.356 0.172 0.447 0.317
C -0.709 -0.682 -0.594 -0.353
C 0.476 -1.081 -1.243 -0.219
C 1.589 -0.497 -0.603 -0.289
N 0.974 0.215 0.479 -0.504
H -1.027 1.900 1.250 0.378
H -2.056 0.619 1.401 0.379
H -1.727 -0.932 -0.861 0.219
H 0.501 -1.750 -2.102 0.220
H 1.871 0.578 -0.794 0.258
H 1.552 0.562 1.226 0.417
```